The following is a quantum chemistry calculation of C26H38N5O6PS as an isolated structure, from the Open Molecules 2025 dataset.

## Properties
Strongest force on any atom   0.070 hartree/bohr
Orbital gap   8.28 eV
E_HOMO   -8.0 eV
Total charge   0
LUMO   0.3 eV

Each line ends with the Mulliken charge.
CARTESIAN COORDINATES (ANGSTROEM)
C: -0.66983 -0.05770 -0.99429  -0.557
C: -1.95494 0.47721 -0.35992  0.416
O: -1.85287 1.18101 0.55929  -0.298
O: -3.17318 0.08788 -0.84196  -0.377
C: -3.80562 1.07938 -1.66549  -0.469
C: -4.29061 2.34527 -0.89948  -0.538
C: -3.70284 3.66231 -1.48444  -0.762
O: -2.43946 4.02485 -0.92757  -0.318
S: -1.22631 3.73255 -1.99525  0.682
O: -0.83439 4.97582 -2.57848  -0.506
O: -0.02780 3.28484 -0.92663  -0.080
P: 1.49925 3.92359 -1.26300  0.162
C: 2.60149 2.44429 -1.52389  -0.668
O: 1.95738 4.61357 0.18983  -0.448
H: -0.77138 -1.13349 -1.21614  0.307
H: 0.15445 0.03225 -0.28441  0.020
H: -0.44727 0.42646 -1.95300  0.222
H: -4.69752 0.60083 -2.08568  0.283
H: -3.19239 1.37554 -2.53401  0.397
H: -5.37947 2.44507 -1.02098  0.464
H: -4.09240 2.28237 0.17465  0.291
H: -4.45608 4.43868 -1.30821  0.348
H: -3.63968 3.52935 -2.57862  0.480
H: 2.52484 1.70659 -0.70514  -0.075
H: 3.65114 2.76742 -1.57412  0.377
H: 2.36439 1.92622 -2.46084  0.348
H: 2.91724 4.74668 0.16290  0.288
N: 4.85899 -0.57714 0.01808  0.112
C: 3.99941 -0.16083 0.99857  -1.040
C: 3.25094 -1.24057 1.38803  0.246
C: 3.67915 -2.35388 0.61559  -0.809
C: 4.67232 -1.91299 -0.21803  -0.668
H: 5.52488 0.00695 -0.45521  0.220
H: 3.99459 0.86440 1.33282  0.565
H: 2.48228 -1.23395 2.14445  0.440
H: 3.30138 -3.36183 0.66694  0.450
H: 5.26037 -2.43166 -0.95631  0.443
N: 0.88599 0.08804 4.46131  0.125
C: 0.00549 0.20231 5.50260  -0.428
C: -1.07032 0.93006 5.06562  -0.732
C: -0.83207 1.26446 3.70567  -0.247
C: 0.37875 0.73025 3.36125  -0.601
H: 1.76708 -0.39178 4.49824  0.173
H: 0.22059 -0.24147 6.46027  0.391
H: -1.93350 1.19272 5.65506  0.383
H: -1.47647 1.83126 3.05484  0.504
H: 0.92355 0.75188 2.43156  0.429
N: -2.04766 -3.69848 -0.82333  -0.008
C: -0.93907 -4.48842 -0.68407  -0.475
C: -1.12539 -5.61328 -1.44302  -0.551
C: -2.39457 -5.49474 -2.06929  -0.445
C: -2.93665 -4.30222 -1.66922  -0.433
H: -2.18803 -2.81088 -0.37387  0.266
H: -0.11733 -4.18266 -0.05798  0.458
H: -0.42908 -6.43011 -1.53987  0.403
H: -2.85579 -6.20362 -2.73736  0.403
H: -3.87519 -3.83197 -1.91084  0.407
N: 5.98227 -0.03445 3.75934  0.066
C: 6.64853 1.10512 3.40235  -0.295
C: 7.07969 1.71988 4.54862  -0.587
C: 6.66117 0.91625 5.64076  -0.382
C: 5.98953 -0.15929 5.12122  -0.559
H: 5.55293 -0.68066 3.11802  0.213
H: 6.75711 1.38038 2.36641  0.382
H: 7.63435 2.64257 4.59842  0.395
H: 6.83374 1.10543 6.68753  0.398
H: 5.51673 -0.99950 5.60184  0.384
N: -6.13613 -2.16328 -5.18917  0.019
C: -5.13480 -2.47464 -4.30999  -0.656
C: -4.27890 -1.40736 -4.25222  -0.029
C: -4.78656 -0.41020 -5.12771  -0.771
C: -5.93390 -0.90574 -5.68824  -0.504
H: -6.90217 -2.76548 -5.43077  0.196
H: -5.11824 -3.42588 -3.80507  0.391
H: -3.38716 -1.34702 -3.64851  0.556
H: -4.35842 0.55983 -5.32320  0.412
H: -6.62061 -0.47466 -6.39723  0.399